Entry from OMol25: an isolated molecule of C6H9N3 in a non-equilibrium geometry (the ωB97M-V functional and the def2-TZVPD basis).

Geometry (Å):
H (0.580339, -2.723072, -2.121733)
N (-0.123543, -2.413045, -1.442594)
C (0.417012, -1.546682, -0.664249)
C (-0.730698, -1.466258, 0.385645)
C (0.303880, -0.473980, 0.342975)
N (1.384838, -0.530626, 1.358292)
C (-0.024134, 0.882525, -0.157656)
C (-0.062457, 2.014878, 0.827671)
C (-0.355019, 1.058598, -1.408373)
N (-0.667922, 1.228444, -2.523539)
H (-1.710545, -1.257426, -0.027994)
H (-0.704068, -2.262280, 1.118223)
H (1.660049, -1.494761, 1.551467)
H (1.041255, -0.169342, 2.248447)
H (0.944209, 2.238403, 1.195661)
H (-0.699409, 1.761008, 1.681050)
H (-0.458852, 2.930130, 0.374720)
H (-0.794936, 2.223484, -2.738013)

Atoms 1-3, force components in eV/Å:
H 0.0 0.2 -0.8
N 2.7 -1.1 -1.9
C -3.3 -1.8 -0.2

Calculated values
LUMO	0.41	eV
E_HOMO	-7.64	eV
Kohn-Sham gap	8.047	eV
calculated total energy	-398.04744	Ha
charge	0


Entry from OMol25: the ion C8H13N4 with charge +1 in a non-equilibrium geometry (the ωB97M-V functional and the def2-TZVPD basis).

Geometry (Å):
C (-0.999649, -0.053266, 3.607324)
C (0.121995, -0.547142, 3.019770)
C (-1.693062, -1.098422, 1.877890)
C (0.668514, -1.910395, -0.206812)
C (-0.832804, -0.114177, -0.807876)
C (1.470802, 1.904306, -1.729498)
C (-0.911340, 1.047838, -1.679709)
C (0.282457, 1.424954, -2.559658)
N (-2.096481, -0.415489, 2.887078)
N (-0.309433, -1.191361, 1.876989)
N (0.504710, -1.966278, 1.105767)
N (0.184446, -0.966655, -1.019856)
H (-1.093442, 0.528542, 4.502382)
H (1.159065, -0.486893, 3.279634)
H (1.324115, -2.655729, -0.638598)
H (-2.309601, -1.543681, 1.125842)
H (2.350895, 2.021623, -2.356043)
H (1.713921, 1.208353, -0.926736)
H (1.250233, 2.867153, -1.275673)
H (-1.816511, 0.863583, -2.278933)
H (-1.211568, 1.891930, -1.048093)
H (0.575629, 0.579103, -3.191665)
H (-0.023892, 2.225480, -3.231893)
H (1.059996, -2.652650, 1.616479)
H (0.631004, -0.960727, -1.948113)

Atoms 1-3, force components in eV/Å:
C 0.8 -0.2 -0.1
C 0.3 0.4 0.6
C -0.2 -0.2 -0.3

Calculated values
LUMO	-5.24	eV
E_HOMO	-12.36	eV
Kohn-Sham gap	7.125	eV
calculated total energy	-531.26504	Ha
charge	+1


Entry from OMol25: a cluster of 3 separate species, C37H70N3O15P2 in total in a non-equilibrium geometry (the ωB97M-V functional and the def2-TZVPD basis).

Geometry (Å):
C (-3.256638, 2.056363, -7.348441)
C (-1.950744, 1.963288, -6.571491)
O (-1.667099, 0.620000, -6.196225)
C (-0.833536, 0.576461, -5.049764)
C (0.100597, -0.634248, -5.154035)
O (1.418425, -0.246344, -5.548969)
C (2.340574, -0.182688, -4.485091)
C (1.995209, 0.873642, -3.439557)
C (2.140715, 2.218725, -3.846084)
C (2.634349, 2.530073, -5.229985)
C (4.165159, 2.576812, -5.266036)
O (4.806242, 2.890129, -4.309065)
C (1.823703, 3.224575, -2.931109)
C (1.959386, 4.693651, -3.297374)
C (2.913910, 5.485865, -2.395766)
C (4.223182, 4.907708, -1.923730)
N (2.632052, 6.668035, -2.044962)
C (1.364680, 2.915479, -1.646743)
N (1.041137, 4.045620, -0.845386)
C (1.839411, 4.190470, 0.388073)
C (-0.346522, 4.336773, -0.655896)
C (-1.446933, 3.419619, -1.112791)
O (-0.620432, 5.344085, -0.074038)
N (1.245630, 1.609431, -1.286110)
C (0.781307, 1.227185, 0.063554)
C (1.953126, 0.926413, 1.021038)
C (1.338500, 0.872948, 2.458254)
C (1.871672, 1.973165, 3.343195)
O (1.159797, 2.700126, 3.955781)
O (3.242832, 2.118478, 3.402638)
C (1.563610, 0.600490, -2.144874)
C (1.441343, -0.860172, -1.736150)
O (0.116721, -1.316587, -1.928131)
C (0.029081, -2.752370, -1.789616)
C (-0.806654, -3.205904, -0.586199)
H (-3.094712, 1.997654, -8.423085)
H (-3.981592, 1.312803, -7.027105)
H (-3.679515, 3.046719, -7.168923)
H (-1.124150, 2.333731, -7.190493)
H (-2.030492, 2.606696, -5.688114)
H (-0.191518, 1.462494, -5.100507)
H (-1.436031, 0.564130, -4.134274)
H (-0.286765, -1.236334, -5.977340)
H (0.081594, -1.270213, -4.270191)
H (3.291454, 0.114346, -4.928758)
H (2.498141, -1.183397, -4.086925)
H (2.342984, 1.752126, -5.934774)
H (2.203226, 3.445728, -5.629805)
H (4.619445, 2.264568, -6.221104)
H (0.964295, 5.134658, -3.218289)
H (2.276964, 4.848291, -4.324139)
H (5.025637, 5.275435, -2.560857)
H (4.230039, 3.823484, -1.829698)
H (4.405113, 5.322268, -0.931921)
H (1.724873, 6.955924, -2.409714)
H (2.772864, 3.646131, 0.236732)
H (1.354514, 3.727979, 1.249350)
H (2.102103, 5.228494, 0.568576)
H (-1.176237, 2.808426, -1.978734)
H (-2.324292, 4.004303, -1.363058)
H (-1.640321, 2.721073, -0.298093)
H (0.232869, 2.036858, 0.534583)
H (0.084358, 0.392799, 0.025243)
H (2.387921, -0.051836, 0.844375)
H (2.692581, 1.716349, 1.002692)
H (1.562824, -0.081241, 2.938595)
H (0.252562, 0.932444, 2.418611)
H (3.483653, 2.840108, 2.808356)
H (2.162358, -1.464723, -2.276553)
H (1.660857, -0.997327, -0.674882)
H (-0.370626, -3.166835, -2.714529)
H (1.033570, -3.162175, -1.659117)
H (-1.366134, -2.350902, -0.209552)
H (-1.456095, -4.038804, -0.844916)
H (-0.160430, -3.587910, 0.204954)
O (3.929590, -3.875353, 8.594529)
P (3.561303, -3.527157, 7.205375)
O (3.209347, -4.910240, 6.442538)
C (2.074774, -5.675681, 6.861689)
C (0.779556, -5.103134, 6.315386)
O (5.027665, -3.210313, 6.541749)
C (6.132345, -2.791811, 7.349867)
C (7.123410, -3.923594, 7.506480)
O (2.797350, -2.560992, 6.151690)
C (3.290501, -1.246620, 5.838631)
C (3.836164, -1.261271, 4.430053)
H (2.046227, -5.739406, 7.952421)
H (2.224260, -6.683571, 6.476465)
H (0.566613, -4.128431, 6.760317)
H (-0.056027, -5.768395, 6.535058)
H (0.849152, -4.960822, 5.236801)
H (5.797607, -2.425819, 8.319696)
H (6.606017, -1.952587, 6.831981)
H (6.647733, -4.795984, 7.953901)
H (7.962561, -3.620966, 8.134140)
H (7.507005, -4.228539, 6.531797)
H (4.040340, -0.913289, 6.554247)
H (2.445740, -0.557237, 5.903566)
H (4.662512, -1.963055, 4.333091)
H (4.185027, -0.269473, 4.138300)
H (3.064721, -1.585244, 3.726369)
O (-5.494769, -2.704278, -1.356965)
P (-6.502892, -2.149187, -0.423587)
O (-7.549796, -1.287788, -1.297610)
C (-8.390957, -1.951363, -2.251235)
C (-9.577100, -2.618789, -1.581378)
O (-5.650252, -0.917557, 0.267773)
C (-4.233457, -0.953752, 0.314636)
C (-3.640234, 0.005585, -0.692559)
O (-7.448282, -2.324843, 0.865535)
C (-6.919304, -2.358815, 2.209208)
C (-7.313221, -1.084268, 2.917341)
H (-7.807675, -2.673573, -2.828521)
H (-8.739642, -1.183233, -2.940206)
H (-9.252148, -3.451971, -0.954090)
H (-10.271076, -3.004661, -2.328316)
H (-10.101241, -1.912599, -0.938350)
H (-3.855830, -1.964252, 0.153255)
H (-3.938734, -0.655452, 1.326489)
H (-3.979675, -0.220424, -1.703541)
H (-2.545846, -0.023723, -0.677885)
H (-3.974472, 1.018676, -0.457203)
H (-5.839545, -2.505731, 2.212044)
H (-7.368880, -3.214663, 2.713296)
H (-6.898317, -0.211573, 2.416054)
H (-6.962530, -1.095649, 3.949716)
H (-8.397297, -0.968752, 2.914431)

Atoms 1-3, force components in eV/Å:
C 0.2 0.5 -0.1
C -0.4 0.0 -0.3
O 0.0 0.1 0.3

Calculated values
LUMO	-4.15	eV
E_HOMO	-11.78	eV
Kohn-Sham gap	7.634	eV
calculated total energy	-3427.21812	Ha
charge	+1


Entry from OMol25: the ion C3H8N5 with charge +1 in a non-equilibrium geometry (the ωB97M-V functional and the def2-TZVPD basis).

Geometry (Å):
N (2.557922, 0.646272, 0.107097)
N (1.356412, 0.024511, -0.229489)
C (1.315496, -1.370738, 0.028957)
N (0.331172, -2.096522, 0.161236)
C (-0.929174, -1.500275, -0.148673)
C (-1.017674, -0.039566, -0.189135)
N (-2.115191, 0.595441, 0.093350)
N (0.108410, 0.644256, -0.122850)
H (2.589855, 0.980332, 1.102808)
H (2.820240, 1.269221, -0.566202)
H (2.347739, -1.580317, 0.303961)
H (-1.474313, -1.762728, 0.736039)
H (-1.307305, -2.021152, -1.092931)
H (-2.945466, 0.031178, 0.431879)
H (-2.009577, 1.610422, 0.340545)
H (-0.006701, 1.685582, 0.005639)

Atoms 1-3, force components in eV/Å:
N -2.2 -1.5 3.3
N 0.7 -1.0 -1.0
C 2.8 2.2 1.0

Calculated values
LUMO	-3.84	eV
E_HOMO	-13.32	eV
Kohn-Sham gap	9.479	eV
calculated total energy	-392.55351	Ha
charge	+1


Entry from OMol25: an isolated molecule of C23H27N3O2 (the ωB97M-V functional and the def2-TZVPD basis).

Geometry (Å):
C (-0.992772, 4.389635, -2.991076)
C (-0.436884, 3.030749, -2.694494)
C (0.838812, 2.684835, -3.126998)
C (1.367747, 1.440905, -2.839488)
C (0.633719, 0.512324, -2.122838)
C (-0.645663, 0.839816, -1.686705)
C (-1.475017, -0.053074, -0.824227)
O (-2.276756, 0.413767, -0.028440)
N (-1.249219, -1.373759, -0.992640)
C (-1.850188, -2.507353, -0.301985)
C (-2.360482, -2.172606, 1.101786)
C (-1.193553, -1.872587, 2.069944)
C (-1.155223, -2.832926, 3.269283)
C (-0.872444, -4.268313, 2.838304)
C (0.379276, -4.307682, 1.967511)
C (0.291593, -3.296261, 0.821096)
C (-0.818619, -3.637275, -0.202669)
N (0.070950, -1.970950, 1.373071)
C (0.900509, -0.963604, 0.959545)
O (1.915930, -1.215221, 0.332934)
N (0.528719, 0.311009, 1.315288)
C (1.152435, 1.493755, 0.904095)
C (2.493129, 1.559751, 0.540564)
C (3.037242, 2.766556, 0.141165)
C (2.267623, 3.916007, 0.109616)
C (0.937266, 3.854956, 0.488949)
C (0.382133, 2.655161, 0.885189)
C (-1.163944, 2.099638, -1.973355)
H (-1.059589, 4.547406, -4.067063)
H (-1.983107, 4.507259, -2.559506)
H (-0.338945, 5.158532, -2.581916)
H (1.425003, 3.404268, -3.680627)
H (2.367855, 1.193139, -3.162024)
H (1.095988, -0.427844, -1.862055)
H (-0.580251, -1.628609, -1.702909)
H (-2.703898, -2.855519, -0.905522)
H (-2.937898, -3.026321, 1.456710)
H (-3.026375, -1.314412, 1.043642)
H (-1.316618, -0.866078, 2.475101)
H (-2.103307, -2.774404, 3.806312)
H (-0.362075, -2.500094, 3.942368)
H (-1.725336, -4.669409, 2.288644)
H (-0.731117, -4.896456, 3.719715)
H (0.533186, -5.307924, 1.559653)
H (1.248493, -4.052548, 2.576709)
H (1.260866, -3.257126, 0.315711)
H (-1.335434, -4.550083, 0.093337)
H (-0.379576, -3.817467, -1.185819)
H (-0.436152, 0.453056, 1.578852)
H (3.093239, 0.666206, 0.553366)
H (4.077526, 2.806409, -0.147274)
H (2.700760, 4.853696, -0.205839)
H (0.325656, 4.745285, 0.472218)
H (-0.660890, 2.605211, 1.164579)
H (-2.151092, 2.339648, -1.605432)

Atoms 1-3, force components in eV/Å:
C 0.0 0.0 0.0
C -0.1 -0.1 0.0
C 0.0 -0.1 0.0

Calculated values
LUMO	0.77	eV
E_HOMO	-8.03	eV
Kohn-Sham gap	8.808	eV
calculated total energy	-1207.47055	Ha
charge	0


Entry from OMol25: an isolated molecule of C4H5FS in a non-equilibrium geometry (the ωB97M-V functional and the def2-TZVPD basis).

Geometry (Å):
C (1.583166, 0.473002, 0.242282)
C (0.433523, -0.516157, 0.009492)
S (0.869341, -2.071237, -0.130510)
C (-0.760650, 0.261792, -0.313402)
C (-1.967123, -0.239780, -0.071063)
F (-2.121164, -1.518526, 0.272344)
H (1.121870, 1.411507, 0.435132)
H (2.210770, 0.079514, 1.001865)
H (2.221869, 0.470041, -0.587258)
H (-0.690434, 1.367022, -0.637526)
H (-2.901167, 0.282821, -0.221361)

Atoms 1-3, force components in eV/Å:
C -1.5 -1.2 0.7
C 2.2 1.4 -1.2
S -0.9 -0.3 0.2

Calculated values
LUMO	-0.48	eV
E_HOMO	-8.43	eV
Kohn-Sham gap	7.952	eV
calculated total energy	-653.39912	Ha
charge	0